Record 1
120
Properties=species:S:1:pos:R:3 method="wB97M-V/def2-TZVPD" lumo_energy_ev=-1.88 charge=0 multiplicity=1 gap_ev=6.0
C 0.07578 -0.15545 0.28883
C -0.07353 -0.89076 -1.06672
C -0.20759 -2.41312 -0.92462
C 1.17662 -2.85937 -0.39419
C 2.35878 -2.54453 -1.05258
C 3.57523 -2.94510 -0.53496
N 3.73355 -3.66361 0.57617
C 2.59506 -3.97990 1.18230
C 1.33041 -3.60709 0.76440
C -1.22023 -2.90806 0.12076
O -1.76384 -2.37693 1.04062
O -1.40323 -4.24444 -0.13697
C -1.08710 -4.59658 -1.48909
F -2.11417 -5.27125 -2.07874
C 0.04978 -5.60989 -1.34758
C 0.08998 -6.64913 -2.48388
C 1.49845 -7.16549 -2.73295
O 1.80183 -7.71676 -3.75858
O 2.42159 -6.95223 -1.74045
C -0.81040 -3.22516 -2.13542
C -2.03339 -2.46651 -2.79601
I -2.59458 -3.42055 -4.74581
C -3.41663 -2.24720 -2.16528
C -4.11797 -3.35834 -1.39601
I -3.58842 -0.42209 -0.99007
P 0.28169 -3.29197 -3.73216
N 1.72303 -4.25068 -3.57824
O 0.84881 -1.74784 -3.83339
H 0.88268 0.57307 0.24480
H 0.17871 -0.83137 1.13233
H -0.83570 0.41799 0.47380
H -0.91101 -0.42459 -1.57844
H 0.80052 -0.62520 -1.65248
H 2.34244 -1.97710 -1.96917
H 4.48139 -2.67482 -1.06807
H 2.68418 -4.58277 2.07892
H 0.48664 -3.91005 1.36625
H -0.13128 -6.15071 -0.42009
H 1.03238 -5.16702 -1.30135
H -0.52178 -7.52176 -2.25912
H -0.21064 -6.21749 -3.43806
H 3.09975 -6.36825 -2.10247
H -1.64029 -1.50800 -3.12736
H -4.08411 -2.00483 -2.98500
H -5.14246 -3.01434 -1.23614
H -4.21560 -4.25949 -1.99861
H -3.71939 -3.55482 -0.40630
H 1.60543 -5.04971 -4.19308
H 2.56929 -3.78657 -3.89407
H 1.78475 -1.77956 -4.06224
C 0.36879 0.28401 6.23611
C 0.95751 -0.58570 5.40358
C 0.30445 -1.02518 4.11676
O 0.92239 -1.80357 3.41177
C -1.00879 -0.50756 3.78732
C -1.59712 0.36078 4.62152
C -0.93363 0.81949 5.89670
O -1.53401 1.62420 6.58612
O -2.79550 0.88622 4.40218
O 2.14668 -1.12577 5.63111
H 0.82463 0.61174 7.16016
H -1.47313 -0.84497 2.86931
H -2.97346 1.47810 5.15873
H 2.32817 -1.70978 4.86882
C -5.30165 3.55278 -1.35775
C -4.53367 3.67421 -0.26618
C -4.46605 4.95305 0.53144
O -3.75232 4.95784 1.51749
C -5.24251 6.09000 0.08016
C -6.00904 5.97131 -1.01326
C -6.09505 4.68315 -1.79640
O -6.83191 4.66852 -2.76493
O -6.74884 6.95853 -1.49622
O -3.77637 2.69182 0.20090
H -5.35569 2.63825 -1.93249
H -5.17623 7.00712 0.64799
H -7.19878 6.59684 -2.28504
H -3.32797 3.04458 0.99518
C -0.20102 6.71099 9.87053
C 0.35244 5.49116 9.82869
C -0.10661 4.43405 8.85213
O 0.47564 3.36489 8.88110
C -1.19855 4.75182 7.95358
C -1.75278 5.97123 7.99757
C -1.27701 7.03519 8.95580
O -1.83167 8.11814 8.90918
O -2.75434 6.34549 7.21331
O 1.33906 5.10950 10.62699
H 0.12269 7.47394 10.56413
H -1.53007 3.98272 7.26988
H -2.95397 7.27097 7.45491
H 1.54304 4.18671 10.37679
C 8.81701 -0.75975 -3.99466
C 7.78243 -1.47203 -3.53029
C 7.11347 -1.15005 -2.21703
O 6.16376 -1.84383 -1.88913
C 7.62585 -0.05529 -1.42642
C 8.66511 0.65798 -1.88680
C 9.31964 0.35452 -3.21428
O 10.24336 1.06734 -3.55575
O 9.19773 1.67394 -1.22982
O 7.26107 -2.50803 -4.17490
H 9.30155 -0.98083 -4.93497
H 7.14869 0.15488 -0.47969
H 9.92744 2.00756 -1.78846
H 6.53357 -2.83442 -3.61143
C -1.79277 1.05922 -6.21889
C -1.00074 1.13491 -5.14008
C -1.07644 2.28721 -4.16745
O -0.32815 2.25203 -3.20593
C -2.01854 3.35400 -4.42876
C -2.80901 3.28151 -5.50976
C -2.75193 2.11580 -6.46967
O -3.52234 2.13382 -7.41140
O -3.69748 4.21054 -5.82566
O -0.09924 0.21539 -4.82371
H -1.74889 0.23545 -6.91752
H -2.05462 4.18215 -3.73513
H -4.12975 3.90276 -6.64687
H 0.31603 0.52384 -3.99462


Record 2
35
Properties=species:S:1:pos:R:3 method="wB97M-V/def2-TZVPD" smiles="O=C(NCCc1csc(-c2cccc(F)c2)n1)c1ccco1" e_above_lowest_kcal_mol=12.5 lumo_energy_ev=-0.04 charge=0 multiplicity=1 gap_ev=8.6
O 4.36473 -1.55042 -0.05550
C 3.61066 -0.64131 0.23282
N 2.31073 -0.82001 0.57468
C 1.65286 -2.09644 0.45559
C 0.93467 -2.24062 -0.89827
C -0.07222 -1.15249 -1.06935
C 0.11698 0.00304 -1.77242
S -1.25963 1.02115 -1.66491
C -2.01722 -0.20291 -0.64774
C -3.34520 -0.03398 -0.10489
C -3.89100 -1.04146 0.69504
C -5.15805 -0.90195 1.22570
C -5.90580 0.23724 0.97348
C -5.35272 1.22670 0.17923
F -6.07167 2.33942 -0.07240
C -4.08974 1.11540 -0.36470
N -1.27036 -1.23611 -0.44769
C 4.04232 0.76672 0.26680
C 5.28228 1.30939 0.05193
C 5.13155 2.70605 0.19106
C 3.81603 2.91382 0.47661
O 3.14693 1.75352 0.52491
H 1.73400 -0.00420 0.70876
H 2.42529 -2.86337 0.54083
H 0.93160 -2.20218 1.26930
H 0.43077 -3.20654 -0.92740
H 1.67187 -2.19215 -1.70015
H 0.97323 0.30159 -2.34278
H -3.30093 -1.92356 0.88378
H -5.57230 -1.68499 1.84203
H -6.89698 0.36614 1.37778
H -3.69588 1.91032 -0.97941
H 6.17454 0.76365 -0.17347
H 5.89365 3.45106 0.09181
H 3.25504 3.80948 0.65893


Record 3
14
Properties=species:S:1:pos:R:3 method="wB97M-V/def2-TZVPD" smiles="CC1=C[C@H]1CO" e_above_lowest_kcal_mol=70.7 lumo_energy_ev=0.99 charge=0 multiplicity=1 gap_ev=10.6
C -0.06122 1.06811 1.74421
C 0.20962 0.60385 0.37545
C 0.98088 0.64251 -0.66581
C -0.42231 0.11607 -0.87648
C -0.57970 -1.40065 -0.98186
O 0.57761 -1.93555 -0.39130
H -0.81771 0.46026 2.25744
H 0.87331 1.09046 2.31843
H -0.44024 2.09390 1.62089
H 1.83233 1.15328 -1.08257
H -1.17873 0.74889 -1.34698
H -0.67934 -1.76876 -2.01391
H -1.49418 -1.68267 -0.43516
H 1.19969 -1.18970 -0.52234


Record 4
43
Properties=species:S:1:pos:R:3 method="wB97M-V/def2-TZVPD" e_above_lowest_kcal_mol=48.7 lumo_energy_ev=-0.86 charge=0 multiplicity=1 gap_ev=5.2
C 2.51270 -2.97194 0.55094
C 1.69118 -2.00199 1.35114
O 1.27126 -0.94147 0.48634
C 0.58480 -0.00898 1.18782
C 0.17269 1.06122 0.29908
C -0.83871 2.02461 0.71942
O -1.30793 2.23272 1.81977
C -1.23120 2.82188 -0.55453
C -0.28147 2.34595 -1.65170
C 0.33300 1.01082 -1.16571
O 0.42473 -0.09508 2.39681
H 2.90384 -3.73713 1.22454
H 1.90736 -3.46683 -0.21336
H 3.35704 -2.47674 0.06310
H 0.80543 -2.49742 1.77676
H 2.28597 -1.58484 2.17616
H -2.27338 2.59476 -0.82800
H -1.16476 3.90112 -0.37140
H -0.79383 2.21748 -2.61116
H 0.52261 3.08015 -1.79049
H 1.38581 0.88644 -1.45493
H -0.24162 0.17221 -1.60474
C 4.35002 2.53719 -1.17740
C 4.70596 2.70852 0.25186
N 3.83252 2.36749 1.21148
F 2.49479 1.76764 0.80451
C 4.06862 2.50647 2.52571
C 3.01788 2.13456 3.50009
C 5.30215 3.01091 2.91820
C 6.26090 3.37185 1.97761
C 7.60203 3.90984 2.41040
C 5.93840 3.21758 0.63433
H 5.21375 2.81991 -1.79071
H 4.08359 1.49739 -1.39869
H 3.50218 3.17298 -1.46003
H 3.40425 2.29872 4.51206
H 2.11351 2.73953 3.36315
H 2.71703 1.08627 3.39613
H 5.52154 3.12546 3.97988
H 8.22435 4.12934 1.53295
H 7.49400 4.83655 2.99589
H 8.13922 3.18388 3.04091
H 6.66685 3.49396 -0.12898


Record 5
10
Properties=species:S:1:pos:R:3 method="wB97M-V/def2-TZVPD" e_above_lowest_kcal_mol=46.2 lumo_energy_ev=-1.08 charge=0 multiplicity=1 gap_ev=8.9
H 2.36008 0.58486 0.71805
N 2.07793 -0.35718 0.49620
C 1.00787 -0.27998 -0.19353
N 0.52435 0.91951 -0.86172
N -0.61208 1.25659 -0.62560
C -1.34835 0.50926 0.35212
N -1.51728 -0.76386 0.34993
N -0.88437 -1.54826 -0.54843
N 0.33960 -1.45305 -0.71106
H -1.94776 1.13212 1.02405


Record 6
86
Properties=species:S:1:pos:R:3 method="wB97M-V/def2-TZVPD" e_above_lowest_kcal_mol=0.0 lumo_energy_ev=-0.04 charge=0 multiplicity=1 gap_ev=6.1
Sn 1.56939 0.65931 1.17836
C -0.74048 -3.13167 -2.23176
C -1.22444 -2.04243 -2.83493
C -2.69391 -1.87684 -3.13872
C -3.70948 -2.26592 -2.02061
C -3.26313 -2.30585 -0.58484
C -2.64566 -3.33531 0.00047
C -2.28196 -4.58407 -0.72718
C -1.57568 -4.37965 -2.08183
C 1.14633 1.97215 2.98388
H 0.30059 -3.21273 -1.90708
H -0.55979 -1.28846 -3.27853
H -2.96325 -2.48284 -4.03074
H -2.87597 -0.82872 -3.41934
H -4.53507 -1.53002 -2.08877
H -4.14957 -3.23411 -2.30445
H -3.66936 -1.49329 0.01735
H -2.59200 -3.44787 1.08390
H -3.19569 -5.18665 -0.90743
H -1.63505 -5.16904 -0.06410
H -0.92425 -5.25436 -2.23840
H -2.35494 -4.41544 -2.85638
H 2.03737 1.87532 3.62209
H 0.24915 1.75857 3.57748
H 1.09976 2.98559 2.57641
P 0.70562 0.52231 -1.32359
P -1.03976 0.38751 1.91078
C -0.99049 0.14010 -0.93234
C -1.65429 0.13166 0.26543
C 0.73159 1.83812 -2.57081
C -0.03446 1.78085 -3.75793
C 0.13272 2.76419 -4.74143
C 0.99998 3.84580 -4.52736
C 1.70096 3.94612 -3.31485
C 1.55901 2.96419 -2.34094
C 1.89691 -0.79867 -1.77392
C 2.22904 -1.78703 -0.81600
C 3.34333 -2.60840 -1.00114
C 4.07478 -2.53345 -2.18761
C 3.72021 -1.59934 -3.16697
C 2.65248 -0.72137 -2.96283
C -2.21080 1.55064 2.64188
C -2.33564 2.83118 2.05558
C -3.13288 3.80097 2.66331
C -3.86378 3.48350 3.81215
C -3.82436 2.18240 4.33359
C -3.02225 1.20650 3.73714
C -0.90903 -1.04051 3.04547
C 0.09142 -1.09987 4.03827
C 0.29623 -2.27579 4.76376
C -0.44994 -3.42029 4.45146
C -1.47318 -3.35816 3.49474
C -1.76745 -2.13523 2.88677
H -1.59448 0.01654 -1.84176
H -2.75571 0.16093 0.22126
H -0.75706 0.96881 -3.90107
H -0.43506 2.69299 -5.67254
H 1.11299 4.61436 -5.29283
H 2.35504 4.80438 -3.13227
H 2.09172 3.06436 -1.38974
H 1.64954 -1.90921 0.11009
H 3.64644 -3.31020 -0.22243
H 4.91836 -3.20206 -2.36069
H 4.28004 -1.54261 -4.09913
H 2.39159 0.01514 -3.72171
H -1.80825 3.05608 1.12357
H -3.18676 4.80647 2.23990
H -4.48307 4.24038 4.29324
H -4.41981 1.92014 5.20839
H -3.02852 0.18250 4.11456
H 0.71962 -0.22785 4.22531
H 1.05796 -2.30881 5.54853
H -0.22933 -4.36832 4.94790
H -2.02027 -4.26654 3.21026
H -2.64741 -2.01123 2.24967
C 4.93004 2.64457 -0.32606
C 3.96683 2.68462 0.85272
C 3.86724 4.06528 1.47064
O 2.65911 2.29021 0.47184
H 4.67269 3.38044 -1.10249
H 4.95234 1.64137 -0.76559
H 5.94374 2.87590 0.02287
H 4.37809 2.00779 1.62172
H 3.43792 4.78818 0.76013
H 3.22809 4.02804 2.35763
H 4.86751 4.41376 1.77067


Record 7
25
Properties=species:S:1:pos:R:3 method="wB97M-V/def2-TZVPD" smiles="NC(N)=O.NC(N)=O.O.O.O" e_above_lowest_kcal_mol=27.7 lumo_energy_ev=0.67 charge=0 multiplicity=1 gap_ev=10.5
N 0.13170 -3.04200 0.91310
C -0.93883 -3.14454 0.22030
N -1.72122 -3.99243 0.71716
O -1.02267 -2.56857 -0.87057
H 0.19391 -3.71085 1.66734
H 0.93879 -2.64005 0.45796
H -1.54752 -4.39905 1.62523
H -2.53370 -4.17417 0.14538
N -1.36254 3.20368 -0.90030
C -1.34315 2.73151 0.32443
N -1.12919 3.70421 1.18034
O -1.54085 1.57965 0.63840
H -1.64475 2.61029 -1.66735
H -1.08290 4.16058 -1.06228
H -1.15291 3.56723 2.18072
H -0.71451 4.54246 0.79891
O 3.12969 -1.24277 -2.74818
H 2.44319 -0.73399 -2.31678
H 2.79765 -1.39160 -3.63352
O 2.31919 2.19831 1.10248
H 2.22823 1.94557 0.18374
H 2.67427 1.41981 1.53152
O 0.66225 -0.15580 -0.27801
H 0.14057 0.41108 0.29009
H 0.07531 -0.87856 -0.50013


Record 8
93
Properties=species:S:1:pos:R:3 method="wB97M-V/def2-TZVPD" e_above_lowest_kcal_mol=51.5 lumo_energy_ev=2.45 charge=-1 multiplicity=1 gap_ev=7.1
O 0.78337 -0.67698 -0.87876
C -0.06552 -0.26954 0.02637
O -0.37379 0.94614 -0.07113
O -0.53132 -0.98755 0.86740
H 0.83182 0.23351 -1.17921
C -1.38666 4.59644 0.98143
O -2.24954 3.54224 0.96895
C -2.72006 3.23695 -0.32897
C -4.07878 2.48818 -0.32213
O -3.82860 1.10337 0.17048
C -4.91261 0.26584 0.08939
C -4.46847 -1.11739 0.66587
O -4.09463 -0.86021 2.04340
C -3.85129 -2.06121 2.74849
H -1.66416 5.53955 0.51066
H -0.41085 4.29783 0.59839
H -1.14904 4.91577 1.99616
H -1.99802 2.79695 -1.01683
H -2.97597 4.15749 -0.85359
H -4.38269 2.47905 -1.36887
H -4.83241 3.02253 0.25632
H -5.12338 0.27293 -0.98001
H -5.80135 0.70202 0.54544
H -3.62817 -1.46440 0.06455
H -5.27255 -1.85327 0.67228
H -3.27960 -1.73643 3.61785
H -3.12962 -2.71105 2.25350
H -4.79025 -2.53560 3.03381
C 7.01918 5.13019 2.85085
O 6.64296 4.41802 1.68330
C 5.54675 3.59511 1.87754
C 6.00434 2.42655 2.73219
O 5.02631 1.39724 2.62696
C 5.34911 0.11850 3.27273
C 4.27643 -0.92826 3.00012
O 3.08687 -0.41032 3.59377
C 2.00504 -1.30682 3.46552
H 7.44137 4.45810 3.59795
H 6.14896 5.56048 3.34651
H 7.78412 5.88116 2.65338
H 5.29782 3.19335 0.89534
H 4.65720 4.09302 2.26341
H 5.96312 2.78239 3.76164
H 7.00900 2.18289 2.38666
H 5.34945 0.37464 4.33220
H 6.34859 -0.18963 2.96580
H 4.55031 -1.87011 3.47551
H 4.11857 -1.04883 1.92838
H 1.19283 -0.78703 3.97367
H 2.02986 -2.27556 3.96454
H 1.72264 -1.50633 2.43181
C 3.78434 1.61385 -0.81460
C 3.14934 1.18674 -2.19129
O 1.94111 1.75834 -2.47765
C 1.77730 3.13466 -2.79255
O 2.64353 3.96610 -2.73108
C 0.37394 3.42538 -3.44639
F -0.31967 2.30987 -3.63340
F -0.24305 4.33122 -2.66376
F 0.64594 3.90130 -4.58912
H 4.70143 1.03124 -0.72728
H 3.06287 1.36275 -0.03709
H 3.93622 2.69260 -0.77829
H 2.84968 0.14516 -2.07542
H 3.81370 1.30989 -3.04661
C -0.27745 -4.37200 1.08995
C -1.27157 -4.33657 -0.10202
O -2.59922 -4.61360 0.28120
C -3.02492 -5.87028 0.38699
O -2.27330 -6.81254 0.29606
C -4.51428 -5.92751 0.66151
F -5.08869 -6.71249 -0.28392
F -4.75002 -6.51470 1.80099
F -5.12405 -4.75184 0.76984
H 0.68979 -4.01055 0.74079
H -0.11841 -5.38920 1.44786
H -0.65078 -3.72228 1.88152
H -0.99581 -4.94763 -0.96149
H -1.32080 -3.34642 -0.55508
C -2.37958 0.06927 -3.05121
C -1.54497 -1.27647 -3.14068
O -2.02144 -1.84228 -4.37571
C -2.79606 -2.89925 -4.52705
O -3.07008 -3.53745 -3.52499
C -3.38499 -3.21542 -5.88270
F -4.68745 -2.84586 -5.83852
F -2.74373 -2.51697 -6.81615
F -3.40354 -4.56780 -6.07402
H -2.53568 0.55877 -4.01253
H -1.86331 0.72192 -2.34721
H -3.33779 -0.21507 -2.61636
H -1.73139 -1.85076 -2.23319
H -0.48344 -1.03634 -3.20078


Record 9
32
Properties=species:S:1:pos:R:3 method="wB97M-V/def2-TZVPD" smiles=CCCC(C)(C)[C@H](C)N(N)N e_above_lowest_kcal_mol=48.4 lumo_energy_ev=0.85 charge=0 multiplicity=1 gap_ev=9.0
C 3.04473 -2.21200 -0.54647
C 2.00497 -1.07242 -0.69443
C 1.15997 -1.17976 0.57775
C -0.29120 -0.56273 0.45229
C -1.15278 -1.61060 -0.34812
C -0.74508 -0.20479 1.82952
C -0.25891 0.71511 -0.36105
C 0.48276 1.85189 0.19432
N -1.96386 1.34428 -0.41660
N -2.23011 2.38560 0.41371
N -2.21627 1.61699 -1.78050
H 3.58762 -2.31438 -1.37159
H 3.66287 -1.90446 0.18958
H 2.64842 -3.14782 -0.28873
H 1.36386 -1.38288 -1.57011
H 2.55484 -0.17428 -0.94652
H 0.87701 -2.19766 0.95149
H 1.64802 -0.60597 1.27757
H -0.66551 -2.15599 -1.21037
H -1.70756 -2.36428 0.40612
H -1.98454 -0.91724 -0.70327
H -0.03531 0.45587 2.44017
H -1.63733 0.30430 1.63618
H -0.97776 -1.18672 2.44412
H -0.26433 0.65049 -1.50303
H 0.01151 2.39475 1.13151
H 0.76442 2.68678 -0.61109
H 1.53527 1.60961 0.66399
H -1.43094 2.98190 0.26281
H -2.47120 2.31736 1.38588
H -3.17117 1.23988 -1.96791
H -2.14241 2.63918 -1.93723